{
  "formula": "C36H40N3PRbS2SbSe4",
  "method": "the ωB97M-V functional and the def2-TZVPD basis",
  "e_tot_ha": -12567.996424,
  "homo_energy_ev": -0.97,
  "relative_energy_ev": 0.182,
  "charge": -2,
  "species": ["Rb", "C", "C", "N", "C", "C", "S", "C", "C", "N", "H", "H", "H", "H", "H", "H", "H", "H", "H", "H", "H", "H", "H", "H", "Se", "Sb", "Se", "Se", "Se", "N", "S", "C", "C", "C", "C", "C", "C", "C", "C", "C", "C", "C", "C", "H", "H", "H", "H", "H", "H", "H", "H", "H", "H", "H", "C", "C", "C", "C", "C", "C", "P", "C", "C", "C", "C", "C", "C", "C", "C", "C", "C", "C", "C", "H", "H", "H", "H", "H", "H", "H", "H", "H", "H", "H", "H", "H", "H", "H"],
  "coordinates": [[-0.4968, -0.2474, -0.1859], [0.8890, -1.5021, 3.5341], [-0.2334, -0.4604, 3.6876], [-1.2360, -0.5421, 2.6562], [-2.3108, -1.4817, 2.7875], [-1.9235, -2.9593, 2.6548], [-1.0522, -3.4737, 1.1306], [0.5828, -3.9765, 1.7454], [1.6972, -2.9239, 1.6802], [1.2990, -1.6390, 2.1600], [0.5454, -2.4762, 3.8908], [1.7149, -1.2170, 4.2075], [0.2013, 0.5383, 3.6049], [-0.6569, -0.5519, 4.7052], [-1.5775, 0.3844, 2.4053], [-3.0433, -1.2259, 2.0172], [-2.8360, -1.4041, 3.7609], [-2.8424, -3.5479, 2.6930], [-1.3070, -3.2844, 3.4928], [0.8824, -4.8378, 1.1442], [0.4407, -4.3450, 2.7632], [2.0051, -2.7977, 0.6399], [2.5666, -3.3670, 2.2113], [1.8761, -0.8844, 1.8009], [-1.0460, 3.5392, -2.0763], [-1.9946, 3.2461, 0.1968], [-0.0291, 2.6836, 1.6652], [-3.4196, 1.1838, 0.1398], [-3.2083, 5.1661, 1.0758], [2.5327, 0.4922, 0.4602], [3.9366, 1.0583, 0.0823], [4.4983, 2.2777, 1.2884], [5.8267, 2.2526, 1.6861], [6.2782, 3.1786, 2.6179], [5.3953, 4.1086, 3.1492], [4.0634, 4.1146, 2.7517], [3.6054, 3.1997, 1.8157], [3.8523, 2.2144, -1.2996], [5.0332, 2.5045, -1.9740], [5.0074, 3.3958, -3.0360], [3.8015, 3.9721, -3.4208], [2.6277, 3.6650, -2.7465], [2.6450, 2.7793, -1.6756], [1.8483, 1.2365, 0.6762], [6.5008, 1.5101, 1.2742], [7.3144, 3.1666, 2.9342], [5.7451, 4.8278, 3.8801], [3.3650, 4.8301, 3.1667], [2.5567, 3.2093, 1.5195], [5.9633, 2.0392, -1.6638], [5.9220, 3.6307, -3.5683], [3.7762, 4.6578, -4.2593], [1.6737, 4.0956, -3.0281], [1.7099, 2.5577, -1.1641], [3.4536, 0.5379, -7.1001], [3.9772, 0.8422, -5.8516], [3.2410, 0.5820, -4.7064], [1.9817, -0.0151, -4.7782], [1.4549, -0.2895, -6.0390], [2.1852, -0.0165, -7.1881], [1.0841, -0.2577, -3.1871], [1.8128, -1.8524, -2.5910], [3.1714, -1.8473, -2.2608], [3.7921, -2.9758, -1.7523], [3.0600, -4.1355, -1.5275], [1.7007, -4.1389, -1.7935], [1.0823, -3.0078, -2.3151], [-0.6089, -0.7364, -3.6833], [-0.9405, -1.8659, -4.4449], [-2.2617, -2.1498, -4.7381], [-3.2754, -1.3135, -4.2703], [-2.9614, -0.1924, -3.5247], [-1.6299, 0.1021, -3.2397], [4.0199, 0.7531, -7.9983], [4.9497, 1.3116, -5.7639], [3.6406, 0.8826, -3.7454], [0.4596, -0.6996, -6.1319], [1.7521, -0.2314, -8.1579], [3.7529, -0.9422, -2.3907], [4.8470, -2.9408, -1.5084], [3.5406, -5.0155, -1.1175], [1.1051, -5.0206, -1.5876], [0.0164, -3.0345, -2.4958], [-0.1581, -2.5278, -4.7990], [-2.5075, -3.0289, -5.3230], [-4.3108, -1.5499, -4.4862], [-3.7265, 0.4619, -3.1262], [-1.4108, 1.0217, -2.6923]]
}


{
  "formula": "C8H18Br2CaCsF2MgO5Si2",
  "method": "the ωB97M-V functional and the def2-TZVPD basis",
  "e_tot_ha": -7515.532615,
  "homo_energy_ev": -7.75,
  "charge": 1,
  "species": ["C", "C", "Si", "C", "C", "C", "F", "O", "Si", "H", "H", "H", "H", "H", "H", "H", "H", "H", "H", "H", "Mg", "C", "C", "O", "H", "H", "H", "H", "H", "H", "Br", "Br", "F", "Cs", "C", "O", "O", "O", "H", "Ca"],
  "coordinates": [[0.6379, -2.0820, 2.2099], [-0.3164, -1.2147, 1.6572], [-1.7312, -0.0613, 0.9602], [-1.0883, 1.5800, 0.1870], [0.5274, 1.8261, 0.3125], [0.8773, 2.3044, 1.8519], [1.3738, 0.7215, -0.1961], [-2.8733, 0.1591, 2.2998], [-4.2232, 1.1915, 1.8299], [1.4372, -2.8913, 2.5634], [-2.4000, -0.8385, -0.1152], [-1.6126, 2.5590, 0.5931], [-1.3400, 1.5463, -0.9777], [0.7724, 2.7698, -0.3768], [0.6601, 3.4745, 1.9437], [0.2156, 1.7941, 2.6786], [2.0113, 2.1666, 2.1481], [-5.4364, 0.9967, 2.6231], [-4.4762, 1.1711, 0.3675], [-3.7864, 2.5833, 2.1118], [2.7636, -1.5101, 0.8357], [2.7488, -1.8687, -3.5622], [2.6255, -1.3816, -4.9910], [3.4489, -2.1640, -5.8431], [3.7882, -1.8081, -3.2234], [2.1234, -1.2728, -2.8916], [2.4490, -2.9189, -3.4837], [2.9468, -0.3387, -5.0691], [1.5912, -1.4511, -5.3415], [3.1501, -3.0869, -5.7730], [4.5636, -3.7001, -4.2543], [2.7636, -4.5614, -2.7156], [1.5636, -0.2770, -1.6562], [-6.5364, 0.5866, 0.6802], [-2.4101, 1.0172, 5.8817], [-1.3928, 1.2331, 5.1798], [-3.4082, 0.5641, 5.1364], [-2.6157, 1.1560, 7.1082], [-2.8555, 0.6098, 4.3298], [3.4636, 1.4161, -5.0189]]
}


{
  "formula": "C39H24Br2F8N4O4SbScTe",
  "method": "the ωB97M-V functional and the def2-TZVPD basis",
  "e_tot_ha": -9236.759772,
  "homo_energy_ev": -8.52,
  "relative_energy_ev": 2.271,
  "charge": 0,
  "species": ["Sc", "O", "C", "N", "C", "O", "C", "C", "C", "C", "C", "N", "C", "C", "C", "C", "C", "N", "H", "H", "H", "H", "H", "H", "H", "H", "Br", "C", "C", "C", "Br", "C", "C", "C", "C", "N", "C", "C", "O", "H", "H", "H", "H", "F", "Te", "F", "F", "F", "F", "O", "F", "C", "C", "C", "C", "C", "C", "Sb", "C", "C", "C", "C", "F", "C", "C", "C", "C", "C", "C", "F", "C", "C", "H", "H", "H", "H", "H", "H", "H", "H", "H", "H", "H", "H"],
  "coordinates": [[-0.6872, -0.5267, -0.5026], [-4.3851, 1.1553, -1.6128], [-3.3729, 0.8740, -1.0130], [-2.8808, -0.3587, -0.6536], [-3.7376, -1.4282, -0.5270], [-4.9301, -1.4681, -0.7212], [-3.0037, -2.6484, -0.0094], [-3.6754, -3.8408, 0.1698], [-2.9596, -4.9391, 0.6184], [-1.5999, -4.8046, 0.8534], [-1.0015, -3.5771, 0.6265], [-1.6933, -2.5126, 0.2140], [-2.4429, 1.9979, -0.5743], [-2.7857, 3.3114, -0.8447], [-1.9330, 4.3185, -0.4269], [-0.7622, 3.9727, 0.2329], [-0.4860, 2.6345, 0.4418], [-1.3149, 1.6609, 0.0599], [-4.7323, -3.8769, -0.0527], [-3.4543, -5.8895, 0.7707], [-1.0003, -5.6378, 1.1913], [0.0648, -3.4338, 0.7438], [-3.7124, 3.4948, -1.3701], [-2.1741, 5.3566, -0.6153], [-0.0582, 4.7205, 0.5701], [0.4452, 2.3374, 0.9059], [-2.8324, -3.0964, -3.4353], [-2.9244, -1.2648, -3.8752], [-4.1070, -0.7350, -4.4311], [-4.1795, 0.5839, -4.7711], [-5.8026, 1.2636, -5.4562], [-3.0622, 1.4371, -4.5992], [-3.0090, 2.8118, -4.9168], [-1.8582, 3.5157, -4.6989], [-0.7263, 2.8544, -4.1836], [-0.7619, 1.5853, -3.8657], [-1.9008, 0.8795, -4.0428], [-1.8392, -0.4685, -3.6296], [-0.7431, -0.8814, -2.9823], [-4.9628, -1.3805, -4.5637], [-3.8831, 3.2947, -5.3324], [-1.7957, 4.5675, -4.9384], [0.2184, 3.3587, -4.0403], [0.9189, 0.0039, -5.0481], [1.0708, 0.1892, -3.1880], [1.7920, 1.8479, -3.7433], [1.5213, -1.6202, -3.3962], [0.7201, -1.8131, -0.7031], [2.8603, 0.0980, -2.5634], [0.5493, 0.7883, -1.5492], [0.5060, 0.1104, 7.9899], [0.7063, 0.0121, 6.6633], [2.0023, 0.0486, 6.1849], [2.2023, -0.0528, 4.8171], [1.1227, -0.1879, 3.9418], [-0.1671, -0.2223, 4.4671], [-0.3877, -0.1220, 5.8351], [1.3790, -0.3522, 1.8341], [2.7296, -1.9925, 1.7783], [3.0367, -2.7291, 2.9194], [3.9173, -3.8006, 2.8526], [4.4794, -4.1125, 1.6322], [5.3306, -5.1548, 1.5632], [4.1956, -3.4075, 0.4810], [3.3066, -2.3447, 0.5568], [2.7394, 1.2695, 1.5814], [3.5108, 1.3051, 0.4204], [4.3276, 2.3936, 0.1505], [4.3431, 3.4416, 1.0486], [5.1281, 4.5065, 0.7923], [3.5760, 3.4506, 2.1951], [2.7644, 2.3531, 2.4564], [2.8288, 0.1542, 6.8746], [3.2138, -0.0233, 4.4281], [-1.0212, -0.3248, 3.8068], [-1.3822, -0.1449, 6.2593], [2.5871, -2.4804, 3.8718], [4.1676, -4.3884, 3.7254], [4.6522, -3.6942, -0.4565], [3.0514, -1.8160, -0.3520], [3.4684, 0.5002, -0.3025], [4.9281, 2.4386, -0.7479], [3.6181, 4.3006, 2.8631], [2.1492, 2.3544, 3.3471]]
}


{
  "formula": "C5H9KO3",
  "method": "the ωB97M-V functional and the def2-TZVPD basis",
  "e_tot_ha": -1020.899748,
  "homo_energy_ev": -18.11,
  "relative_energy_ev": 1.441,
  "charge": 2,
  "species": ["H", "O", "O", "O", "C", "C", "C", "C", "C", "H", "H", "H", "H", "H", "H", "H", "H", "K"],
  "coordinates": [[-0.7883, 1.3125, 0.9609], [-0.5878, 0.8374, -0.8652], [0.5350, -0.4480, 0.7120], [1.2814, 1.7415, 0.1288], [-1.8501, 0.9089, -0.5258], [1.6935, -0.8982, 0.6428], [-2.8281, 0.1618, -1.3240], [1.9975, -2.2764, 0.9956], [0.2920, 1.0804, 0.3198], [-2.1912, 1.8770, -0.1317], [2.4753, -0.2275, 0.2503], [-3.3590, -0.5188, -0.6416], [-3.5815, 0.8802, -1.6885], [-2.3690, -0.3757, -2.1602], [2.4721, -2.7370, 0.1121], [2.7833, -2.2579, 1.7686], [1.1181, -2.8375, 1.3227], [2.9067, 3.7774, 0.1233]]
}


no.,gap between HOMO and LUMO (eV)
1,4.2
2,1.7
3,7.6
4,9.1